2 unconnected molecules or ions with the total composition C2H8NO in a non-equilibrium geometry, computed with the ωB97M-V functional and the def2-TZVPD basis.

relative energy (zero: lowest compared OMol25 entry of this formula, charge and spin): 7.3 kcal/mol
charge: +1
spin multiplicity: 1

CARTESIAN COORDINATES (ANGSTROEM)
C1 -0.82 0.39 0.43
H1 0.51 0.33 -1.08
H2 3.59 -0.55 0.34
H3 1.18 0.39 0.46
O1 2.76 -0.81 -0.07
H4 -2.20 -0.68 -0.78
H5 -2.93 0.42 0.43
H6 -2.18 1.06 -1.03
H7 -0.82 0.44 1.51
C2 -2.12 0.29 -0.28
N1 0.34 0.48 -0.09
H8 2.70 -1.76 0.16